The following is a quantum chemistry calculation of C50H56Ge3NSSiTaTe as an isolated structure, from the OMol25 dataset.

```
114
Properties=species:S:1:pos:R:3:mulliken_charge:R:1
Ta -0.8903 0.9195 -0.5933 -1.43
C -1.1238 -1.8944 6.0645 -1.24
Si -0.5440 -2.2149 4.2945 0.06
C -0.8044 -4.0342 3.9029 -0.88
C 1.2788 -1.7829 4.2142 -0.80
C -1.6207 -1.1826 3.1505 0.75
C -2.9525 -0.9789 3.5038 -0.25
C -3.8021 -0.1874 2.7420 -1.48
C -3.2966 0.4108 1.6032 -0.42
N -2.0380 0.1954 1.2143 1.43
C -1.2113 -0.5736 1.9548 -0.29
S 0.3395 -0.6139 1.1927 0.55
H -0.5328 -2.4910 6.7648 0.36
H -2.1744 -2.1454 6.2213 0.37
H -0.9882 -0.8424 6.3231 0.30
H -0.2288 -4.6807 4.5712 0.43
H -0.5015 -4.2457 2.8757 0.03
H -1.8591 -4.3070 3.9863 0.28
H 1.8118 -2.3594 4.9783 0.41
H 1.4461 -0.7198 4.4011 0.19
H 1.7033 -2.0114 3.2379 0.18
H -3.3380 -1.4271 4.4153 0.22
H -4.8273 -0.0103 3.0369 0.40
H -3.8715 1.0670 0.9635 0.30
Te -2.8575 2.4815 -1.3988 -0.99
C 0.1189 3.7253 -3.0465 -0.90
C 0.3252 2.4992 -3.5349 0.38
C -0.5123 1.9956 -4.6124 -0.98
C -0.1961 0.8840 -5.2885 -0.58
C 0.9866 0.1172 -4.9267 -0.19
C 1.7322 0.4544 -3.8710 -1.08
C 1.4076 1.6035 -2.9630 0.75
H -0.6980 4.3358 -3.4083 0.36
H 0.6913 4.1208 -2.2162 -0.26
H -1.4069 2.5622 -4.8449 0.27
H -0.8277 0.5237 -6.0917 0.40
H 1.2433 -0.7563 -5.5163 0.34
H 2.5864 -0.1554 -3.5932 0.36
H 2.2992 2.2461 -2.9462 0.65
C 2.9836 1.2833 1.4151 -0.87
Ge 2.7452 1.6929 -0.4961 0.53
C 4.3648 0.8882 -1.3275 -1.45
C 2.9689 3.6508 -0.6506 -1.05
C 1.1777 1.0560 -1.4985 1.63
H 3.7514 1.9671 1.7895 0.46
H 3.3410 0.2590 1.5397 0.38
H 2.0790 1.4084 2.0028 -0.16
H 5.2358 1.1356 -0.7149 0.49
H 4.5431 1.2456 -2.3437 0.35
H 4.2578 -0.1986 -1.3594 0.20
H 4.0279 3.8995 -0.5448 0.50
H 2.4247 4.1269 0.1651 -0.08
H 2.6074 4.0680 -1.5896 0.52
H 1.3414 -0.0341 -1.5418 -1.71
Ge -0.8166 3.1275 1.3729 0.40
C -0.9842 5.0745 0.9380 0.06
C -2.2647 5.6350 0.8695 -0.26
C -2.4673 6.9687 0.5485 -0.64
C -1.3848 7.7982 0.2836 -0.35
C -0.1057 7.2668 0.3358 -0.92
C 0.0815 5.9259 0.6531 0.51
C 0.3270 3.1223 3.0417 -0.83
C 0.0263 2.1671 4.0180 0.50
C 0.8214 1.9808 5.1389 -0.41
C 1.9554 2.7605 5.3285 -0.55
C 2.2744 3.7207 4.3788 -0.82
C 1.4727 3.8889 3.2562 0.42
H -2.1804 2.9500 2.1313 -0.30
H -3.1217 4.9992 1.0568 0.29
H -3.4774 7.3612 0.4970 0.35
H -1.5381 8.8419 0.0318 0.33
H 0.7557 7.8907 0.1205 0.36
H 1.0968 5.5473 0.6587 0.00
H -0.8567 1.5449 3.8952 0.27
H 0.5556 1.2256 5.8720 0.32
H 2.5821 2.6196 6.2021 0.36
H 3.1580 4.3382 4.5059 0.37
H 1.7656 4.6398 2.5294 0.11
C -1.5596 -0.6849 -1.5718 0.44
Ge -0.8259 -2.4165 -1.9000 2.04
C -1.4920 -3.7140 -0.5579 -0.26
C -2.6503 -3.3949 0.1516 -0.69
C -3.1851 -4.2700 1.0872 -0.22
C -2.5666 -5.4885 1.3342 -0.54
C -1.4016 -5.8138 0.6544 -0.65
C -0.8703 -4.9284 -0.2753 -0.04
C -1.4821 -3.0538 -3.6514 -0.40
C -2.0667 -2.1521 -4.5367 -0.55
C -2.5296 -2.5693 -5.7790 -0.65
C -2.4189 -3.9008 -6.1531 -0.41
C -1.8437 -4.8142 -5.2780 -0.71
C -1.3823 -4.3885 -4.0406 -0.13
C 1.1238 -2.7525 -2.0133 0.04
C 1.9414 -2.9045 -0.8927 0.10
C 3.3065 -3.1254 -1.0158 -0.82
C 3.8884 -3.2190 -2.2729 -0.51
C 3.0877 -3.1057 -3.4003 -0.64
C 1.7243 -2.8796 -3.2644 -0.50
H -2.5826 -0.7110 -1.9539 0.61
H -3.1233 -2.4319 -0.0170 0.16
H -4.0799 -3.9918 1.6329 0.35
H -2.9755 -6.1687 2.0729 0.36
H -0.8964 -6.7521 0.8570 0.35
H 0.0490 -5.1909 -0.7912 0.33
H -2.1503 -1.1096 -4.2460 0.43
H -2.9800 -1.8503 -6.4542 0.39
H -2.7819 -4.2279 -7.1210 0.35
H -1.7556 -5.8577 -5.5603 0.37
H -0.9335 -5.1117 -3.3656 0.35
H 1.5068 -2.8288 0.0963 0.44
H 3.9153 -3.2135 -0.1230 0.40
H 4.9557 -3.3805 -2.3716 0.31
H 3.5234 -3.1813 -4.3905 0.39
H 1.1203 -2.7866 -4.1593 0.20
```

The value obtained for the energy is -9237.1515 Eh. For the energy above the lowest of the compared OMol25 structures with the same formula, charge and spin, the calculation gives 0.625 eV. Its total charge is -2. The value obtained for the frontier orbital gap is 4.920 eV.

The following is a quantum chemistry calculation of a 2-piece molecular cluster, C2H7PS2 overall in a non-equilibrium geometry, from the OMol25 dataset.

```
12
Properties=species:S:1:pos:R:3:mulliken_charge:R:1
C 0.8935 1.7255 -0.5671 -1.16
C 0.4369 0.2940 -0.6169 -0.50
S -1.3573 0.2933 -0.1038 -0.26
H 1.9826 1.7501 -0.6169 0.33
H 0.2499 2.3131 -1.1535 0.36
H 0.7279 1.9797 0.4341 0.36
H 0.9028 -0.3365 0.0118 0.45
H 0.4658 -0.0625 -1.7060 0.33
H -1.0338 1.0588 1.0129 0.16
P -0.9072 -2.3437 1.2384 0.18
S -0.1980 -3.9816 0.4524 -0.28
H -2.1631 -2.6902 1.6146 0.04
```

The value obtained for the energy is -1218.0618 Eh. For the energy above the lowest of the compared OMol25 structures with the same formula, charge and spin, the calculation gives 1.994 eV. Its total charge is 0. As for the SMILES: CCS.P=S. The value obtained for the frontier orbital gap is 7.203 eV.

The following is a quantum chemistry calculation of C18H33O7Y as an isolated structure in a non-equilibrium geometry, from the OMol25 dataset.

```
59
Properties=species:S:1:pos:R:3:mulliken_charge:R:1
Y -19.7257 -11.5814 -6.0100 1.01
C -16.7010 -4.2643 -6.3635 -0.89
C -16.2765 -5.6854 -6.2124 -0.05
O -17.3377 -6.5628 -6.3284 -0.20
H -17.2648 -3.9507 -5.4850 0.26
H -17.2393 -4.0690 -7.2910 0.32
H -15.8122 -3.6341 -6.3955 0.33
H -15.8915 -5.8396 -5.2044 0.30
H -15.5205 -6.0049 -6.9297 0.31
C -8.6518 -0.6430 -11.7385 -0.63
C -9.8573 -1.5734 -12.0033 -0.54
C -10.6661 -1.4970 -10.7024 -0.35
O -10.4917 -0.1935 -10.4099 -0.33
C -9.1865 0.3190 -10.7176 -0.34
H -8.0700 -0.3276 -12.6046 0.41
H -7.9068 -1.3085 -11.3025 0.24
H -9.4315 -2.5725 -12.0967 0.30
H -10.4318 -1.2568 -12.8738 0.30
H -10.3154 -2.1932 -9.9406 0.29
H -11.6853 -1.8027 -10.9389 0.29
H -8.5100 0.3221 -9.8629 0.27
H -9.2448 1.2860 -11.2172 0.29
C -17.8814 2.1390 -10.5086 -0.54
C -18.8650 3.2934 -10.2615 -0.59
C -18.0964 4.5864 -10.5653 -0.33
O -17.0224 4.0730 -11.3903 -0.32
C -16.9565 2.7058 -11.5605 -0.27
H -18.3407 1.1808 -10.7517 0.35
H -17.2486 2.0228 -9.6288 0.26
H -19.1464 3.2519 -9.2093 0.31
H -19.7410 3.1821 -10.9005 0.31
H -17.5580 4.8591 -9.6577 0.28
H -18.7684 5.3483 -10.9602 0.29
H -15.9732 2.4548 -11.1626 0.21
H -17.1075 2.3700 -12.5864 0.32
O -23.3156 -1.7576 -3.0334 -0.57
C -22.2532 -2.0588 -2.4384 0.50
O -21.3783 -1.0966 -2.0426 -0.30
C -20.4705 -1.5663 -1.1395 -0.39
C -20.8795 -2.9830 -0.8430 -0.54
C -21.6900 -3.4871 -2.0322 -0.35
H -20.3369 -0.9769 -0.2324 0.30
H -19.5140 -1.5336 -1.6612 0.26
H -21.4670 -2.9359 0.0739 0.27
H -20.0943 -3.6946 -0.5875 0.35
H -22.5035 -4.1796 -1.8160 0.28
H -21.0477 -3.8909 -2.8148 0.22
O -7.2442 -5.5334 -1.7054 -0.53
C -7.8740 -4.5199 -1.7470 0.48
O -9.0412 -4.3786 -1.1200 -0.37
C -9.6934 -3.1125 -1.2844 -0.34
C -8.8560 -2.4734 -2.3310 -0.39
C -7.5032 -3.2021 -2.2976 -0.36
H -9.7919 -2.5693 -0.3446 0.26
H -10.7140 -3.3638 -1.5731 0.23
H -8.6501 -1.4481 -2.0236 0.26
H -9.3571 -2.4542 -3.2988 0.29
H -6.7711 -2.8030 -1.5956 0.26
H -7.0514 -3.2460 -3.2886 0.29
```

The value obtained for the energy is -1269.5894 Eh. For the energy above the lowest of the compared OMol25 structures with the same formula, charge and spin, the calculation gives 6.381 eV. Its total charge is +2. The value obtained for the frontier orbital gap is 1.268 eV.

The following is a quantum chemistry calculation of one molecule with the formula C2N4OS in a non-equilibrium geometry, from the OMol25 dataset.

```
8
Properties=species:S:1:pos:R:3:mulliken_charge:R:1
C 0.2945 1.1927 0.0084 0.13
C -1.5447 -0.4897 0.0001 0.65
N 1.5843 1.2214 0.0225 -0.28
N 1.8930 -0.0598 -0.0002 -0.18
N 0.9177 -0.8712 -0.0285 -0.29
N -0.1669 -0.1069 -0.0231 0.46
O -1.9027 -1.6216 0.0258 -0.41
S -2.5285 0.9527 -0.0071 -0.07
```

The value obtained for the energy is -768.4539 Eh. For the energy above the lowest of the compared OMol25 structures with the same formula, charge and spin, the calculation gives 2.876 eV. Its total charge is 0. The value obtained for the frontier orbital gap (alpha / beta) is 6.455 / 6.453 eV.

The following is a quantum chemistry calculation of a 4-piece molecular cluster, C14H38NO3SSi overall, from the OMol25 dataset.

```
58
Properties=species:S:1:pos:R:3:mulliken_charge:R:1
C 4.4323 -3.0968 -0.9778 -0.99
Si 4.8873 -1.5662 -1.9043 0.34
C 6.1858 -1.7625 -3.1955 -0.97
C 5.1657 -0.0927 -0.8244 -1.08
S 3.0164 -1.0223 -3.1295 -0.06
C 1.9218 -0.1165 -1.9777 -0.24
C 0.5068 -0.6747 -1.9671 -0.24
N -0.5126 -0.0070 -1.6585 -0.37
H 3.5206 -2.9552 -0.3929 0.36
H 5.2352 -3.3448 -0.2794 0.36
H 4.2784 -3.9515 -1.6385 0.35
H 6.3607 -0.8166 -3.7120 0.34
H 5.9541 -2.5172 -3.9475 0.36
H 7.1162 -2.0470 -2.6969 0.35
H 6.2083 -0.1547 -0.4980 0.37
H 5.0511 0.8612 -1.3426 0.41
H 4.5370 -0.0829 0.0662 0.36
H 2.3843 -2.2104 -3.1215 0.21
H 2.3565 -0.1503 -0.9793 0.27
H 1.9271 0.9116 -2.3372 0.44
H 0.3884 -1.7336 -2.2189 0.30
H -0.2786 0.9685 -1.4419 0.14
C -0.5306 2.1379 1.3961 -0.84
C -0.9825 3.4211 0.7282 0.40
C -2.3951 3.8130 1.1153 -1.23
O -0.8689 3.2962 -0.7023 -0.59
H -1.1641 1.3072 1.0660 0.26
H 0.5007 1.9191 1.1058 0.19
H -0.5938 2.1930 2.4824 0.18
H -0.2959 4.2262 0.9958 0.28
H -3.0998 3.0290 0.8210 0.32
H -2.6853 4.7401 0.6227 0.35
H -2.4707 3.9441 2.1948 0.31
H -1.5787 2.7047 -0.9802 0.37
C -3.6951 -3.5411 -3.0473 -1.13
C -4.3114 -2.2441 -3.5458 0.37
C -3.3369 -1.4365 -4.3864 -0.84
O -4.8018 -1.4644 -2.4588 -0.53
H -2.8270 -3.3236 -2.4158 0.21
H -4.4146 -4.1032 -2.4535 0.31
H -3.3643 -4.1665 -3.8781 0.36
H -5.1992 -2.4726 -4.1387 0.29
H -2.4661 -1.1636 -3.7801 -0.04
H -3.8031 -0.5166 -4.7378 0.31
H -2.9876 -2.0017 -5.2521 0.37
H -4.0544 -1.2302 -1.8973 0.32
C -2.1076 0.2108 5.5902 -1.26
C -1.2303 1.4504 5.5551 0.48
C -1.0996 2.0997 6.9215 -1.37
O -1.7179 2.3886 4.5910 -0.47
H -3.1169 0.4726 5.9194 0.33
H -2.1780 -0.2394 4.6000 0.31
H -1.7111 -0.5307 6.2849 0.38
H -0.2371 1.1817 5.1860 0.22
H -2.0825 2.4108 7.2861 0.36
H -0.4598 2.9799 6.8693 0.34
H -0.6783 1.4035 7.6476 0.38
H -2.5976 2.6664 4.8704 0.31
```

The value obtained for the energy is -1524.1271 Eh. Its total charge is +1. The value obtained for the frontier orbital gap is 8.675 eV.

The following is a quantum chemistry calculation of a 2-piece molecular cluster, C27H27N2O overall in a non-equilibrium geometry, from the OMol25 dataset.

```
57
Properties=species:S:1:pos:R:3:mulliken_charge:R:1
C -5.3284 -4.3050 -0.6494 -1.38
C -4.1629 -3.3784 -0.6533 1.05
C -4.3704 -2.0109 -0.9064 -0.78
C -3.3136 -1.1212 -0.8756 -0.60
C -1.9811 -1.5709 -0.6116 0.92
C -0.9456 -0.6098 -0.6014 -0.55
C 0.4040 -0.8265 -0.2179 0.77
C 0.8336 -1.9058 0.6097 -0.70
C 2.1740 -2.1502 0.8562 -0.43
C 3.1290 -1.2416 0.3706 0.23
O 4.4880 -1.3972 0.6377 -0.43
C 5.2705 -2.2672 -0.1299 0.59
C 6.2748 -1.7146 -0.9393 -0.42
C 6.9585 -2.5533 -1.8201 -0.35
C 6.7086 -3.9264 -1.8269 -0.50
C 5.7577 -4.4683 -0.9563 -0.49
C 5.0293 -3.6401 -0.0957 -0.31
C 2.7353 -0.0873 -0.3362 -0.45
C 1.4013 0.1017 -0.6347 -0.68
C -1.7823 -2.9808 -0.4716 -0.53
C -2.8583 -3.8540 -0.4512 -0.95
H -5.0788 -5.2570 -0.1701 0.38
H -6.1653 -3.8469 -0.1078 0.38
H -5.6735 -4.5173 -1.6723 0.30
H -5.3773 -1.6511 -1.1373 0.41
H -3.4624 -0.0575 -1.0663 0.34
H -1.1841 0.3495 -1.0462 0.24
H 0.0854 -2.5486 1.0814 0.85
H 2.4811 -3.0334 1.4256 0.50
H 6.4742 -0.6481 -0.8938 0.44
H 7.6972 -2.1251 -2.4992 0.36
H 7.2621 -4.5840 -2.5062 0.37
H 5.5655 -5.5429 -0.9366 0.36
H 4.2782 -4.0381 0.5889 0.23
H 3.4970 0.6241 -0.6549 0.44
H 1.0915 0.9880 -1.1865 0.42
H -0.7678 -3.3840 -0.4174 0.75
H -2.6851 -4.9244 -0.3058 0.35
C -2.0819 6.9175 0.7025 -1.03
N -1.9004 5.7389 1.5225 0.04
C -1.7197 6.0247 2.9280 -1.11
C -1.8505 4.4794 1.0201 1.79
C -1.3665 3.3903 1.8017 -0.64
C -1.2477 2.1335 1.2076 -0.78
N -1.6161 1.8858 -0.0559 -0.28
C -2.0979 2.8960 -0.7988 -0.69
C -2.2511 4.1913 -0.3146 -0.75
H -2.0156 6.7084 -0.3671 0.31
H -3.0609 7.3621 0.9218 0.33
H -1.3040 7.6473 0.9606 0.34
H -1.8716 5.1453 3.5559 0.33
H -0.7118 6.4223 3.1053 0.35
H -2.4513 6.7874 3.2171 0.34
H -1.0362 3.5029 2.8313 0.24
H -0.8327 1.2863 1.7680 0.40
H -2.3687 2.6409 -1.8288 0.41
H -2.6752 4.9441 -0.9696 0.25
```

The value obtained for the energy is -1229.5312 Eh. For the energy above the lowest of the compared OMol25 structures with the same formula, charge and spin, the calculation gives 1.621 eV. Its total charge is +1. The value obtained for the frontier orbital gap is 5.628 eV.

- Which formula does entry 1 have?
  C50H56Ge3NSSiTaTe

- The highest energy belongs to which entry?
  C2N4OS

- What is the formula in the first record?
  C50H56Ge3NSSiTaTe